(1)
Computed, not measured: a structure of composition C16H54BN10O10Pd, with ωB97M-V/def2-TZVPD.

Values from the calculation:
- charge = +2
- multiplicity = 4
- E (hartree) = -2093.8047
- ⟨S²⟩ = 3.7610

Positions of all 92 atoms, in Å:
N1 -0.853 0.128 0.177
H1 -1.175 0.561 -0.677
H2 -0.547 -0.829 0.083
H3 -1.527 0.359 0.893
H4 0.093 0.450 0.323
N2 0.299 1.770 3.208
H5 0.340 2.548 3.851
H6 0.410 0.939 3.772
H7 1.056 1.866 2.546
H8 -0.580 1.809 2.712
Pd1 2.875 4.274 0.295
B1 2.380 5.724 2.163
H9 2.799 6.646 2.534
H10 1.921 5.885 1.200
H11 3.216 5.048 2.069
H12 1.646 5.181 2.738
C1 2.301 1.745 0.418
O1 2.305 2.360 1.525
O2 2.854 2.293 -0.511
O3 1.690 0.691 0.255
C2 -3.424 -3.435 2.440
O4 -2.437 -3.886 1.571
C3 -1.118 -3.488 1.970
C4 -0.190 -3.622 0.821
N3 -0.494 -2.718 -0.346
C5 0.610 -2.553 -1.239
C6 0.083 -2.293 -2.706
O5 -1.085 -3.120 -2.870
C7 -1.591 -3.171 -4.161
H13 -3.191 -3.743 3.459
H14 -4.432 -3.679 2.103
H15 -3.264 -2.365 2.572
H16 -0.782 -4.279 2.641
H17 -0.879 -2.487 2.328
H18 -0.104 -4.602 0.353
H19 0.754 -3.253 1.223
H20 -1.193 -3.323 -0.753
H21 1.309 -3.385 -1.153
H22 1.101 -1.611 -0.992
H23 0.901 -2.441 -3.411
H24 -0.201 -1.242 -2.667
H25 -2.540 -3.705 -4.129
H26 -0.879 -3.667 -4.821
H27 -1.623 -2.188 -4.631
C8 0.425 2.052 -2.980
O6 -0.660 1.552 -2.342
C9 -1.728 1.187 -3.247
C10 -3.056 1.431 -2.513
N4 -3.242 0.753 -1.258
C11 -3.436 -0.703 -1.387
C12 -4.790 -1.108 -2.040
O7 -5.826 -0.182 -1.806
C13 -7.100 -0.708 -2.180
H28 1.225 1.906 -2.255
H29 0.345 3.120 -3.180
H30 0.857 1.451 -3.780
H31 -1.633 0.142 -3.543
H32 -1.711 1.795 -4.151
H33 -3.904 1.440 -3.197
H34 -3.070 2.448 -2.121
H35 -3.660 1.202 -0.455
H36 -3.313 -1.089 -0.375
H37 -2.610 -1.207 -1.889
H38 -4.962 -2.061 -1.539
H39 -4.505 -1.236 -3.084
H40 -7.778 0.039 -1.766
H41 -7.300 -1.678 -1.724
H42 -7.356 -0.883 -3.225
C14 3.390 -1.691 2.141
O8 4.072 -2.564 2.743
N5 3.488 -1.520 0.851
N6 2.636 -0.842 2.733
H43 4.154 -2.036 0.294
H44 3.019 -0.782 0.344
H45 2.204 -0.133 2.158
H46 2.635 -0.831 3.743
C15 3.979 0.316 -3.178
O9 4.367 -0.310 -4.139
N7 3.175 -0.035 -2.219
N8 4.157 1.644 -2.991
H47 2.707 -0.930 -2.202
H48 2.966 0.672 -1.529
H49 4.431 2.275 -3.730
H50 3.650 1.972 -2.182
C16 3.563 2.103 6.105
O10 3.953 1.357 6.884
N9 2.964 3.235 6.433
N10 3.569 1.996 4.815
H51 2.738 3.878 5.688
H52 2.979 3.553 7.392
H53 4.132 1.221 4.495
H54 3.026 2.598 4.212


(2)
Computed, not measured: a cluster of 2 separate species, C3H11N3 in total, with ωB97M-V/def2-TZVPD.

Values from the calculation:
- E (hartree) = -285.0564
- SMILES = C=NC.NCN

Positions of all 17 atoms, in Å:
C1 -2.345 0.013 1.984
C2 -2.667 0.584 -0.412
N1 -2.711 0.967 0.805
H1 -1.379 -0.463 1.871
H2 -3.274 -0.779 2.184
H3 -2.433 0.714 2.827
H4 -3.203 1.139 -1.284
H5 -2.382 -0.509 -0.635
N2 3.437 -0.171 -1.778
C3 2.537 0.041 -0.523
N3 1.212 -0.626 -0.446
H6 3.091 0.692 -2.202
H7 3.034 -1.007 -2.278
H8 3.139 -0.508 0.309
H9 2.305 1.007 -0.264
H10 0.469 0.033 -0.560
H11 1.170 -1.127 0.402


(3)
Computed, not measured: a structure of composition C5H12N2O2Zn, with ωB97M-V/def2-TZVPD.

Values from the calculation:
- E (hartree) = -2236.8615

Positions of all 22 atoms, in Å:
Zn1 -1.252 -0.265 0.770
C1 0.592 0.129 -3.857
H1 0.524 -0.067 -2.768
H2 0.781 -0.822 -4.360
H3 1.446 0.796 -4.006
H4 -0.368 0.565 -4.098
H5 -2.702 -0.347 0.305
C2 1.795 -2.471 2.875
C3 0.841 -1.425 2.392
N1 0.455 -1.292 1.106
O1 0.870 -2.389 0.306
C4 0.363 -0.358 3.168
C5 0.724 -0.143 4.594
N2 -0.382 0.510 2.375
O2 -0.444 1.756 2.575
H6 2.148 -3.061 2.020
H7 1.346 -3.159 3.624
H8 2.661 -1.997 3.377
H9 0.831 -2.058 -0.615
H10 0.322 0.834 4.911
H11 0.320 -0.958 5.240
H12 1.836 -0.168 4.692


(4)
Computed, not measured: a structure of composition C25H41CdI2N5O6PS2, with ωB97M-V/def2-TZVPD.

Values from the calculation:
- multiplicity = 2
- E (hartree) = -3603.3949
- ⟨S²⟩ = 0.7688

Positions of all 83 atoms, in Å:
Cd1 -0.044 -0.100 -0.072
C1 -4.922 0.906 1.217
N1 -4.276 -0.280 1.769
C2 -4.914 -0.849 2.946
C3 -3.045 -0.630 1.331
O1 -2.483 -0.055 0.414
C4 -2.367 -1.787 2.068
O2 -1.143 -2.196 1.496
C5 -1.116 -3.350 0.704
C6 -1.034 -3.024 -0.784
O3 -1.225 -1.882 -1.185
N2 -0.713 -4.033 -1.611
C7 -0.346 -3.736 -2.996
C8 -0.435 -5.382 -1.139
H1 -5.950 0.667 0.941
H2 -4.373 1.230 0.342
H3 -4.928 1.716 1.950
H4 -5.991 -0.865 2.786
H5 -4.711 -0.250 3.838
H6 -4.583 -1.868 3.129
H7 -3.044 -2.639 2.144
H8 -2.128 -1.442 3.075
H9 -1.975 -3.997 0.905
H10 -0.209 -3.890 0.978
H11 -0.655 -2.725 -3.238
H12 -0.836 -4.441 -3.667
H13 0.737 -3.809 -3.121
H14 0.604 -5.495 -0.815
H15 -0.608 -6.076 -1.958
H16 -1.095 -5.660 -0.322
C9 6.397 -1.221 -2.484
C10 5.087 -1.210 -1.731
O4 4.570 0.125 -1.774
P1 3.139 0.516 -1.155
S1 2.856 2.386 -1.623
S2 1.847 -0.963 -1.646
O5 3.304 0.280 0.420
C11 4.037 1.195 1.267
C12 5.138 0.440 1.978
H17 6.840 -2.218 -2.445
H18 7.091 -0.502 -2.050
H19 6.230 -0.948 -3.527
H20 5.228 -1.514 -0.691
H21 4.366 -1.889 -2.188
H22 3.323 1.609 1.978
H23 4.442 2.011 0.672
H24 4.715 -0.344 2.611
H25 5.703 1.131 2.608
H26 5.823 -0.014 1.259
I1 -1.797 4.983 -0.028
C13 -1.059 3.713 1.479
C14 -1.106 4.187 2.780
C15 -0.609 3.399 3.795
I2 -0.816 4.122 5.760
C16 -0.028 2.137 3.550
C17 0.572 1.315 4.541
C18 1.116 0.067 4.175
C19 1.032 -0.360 2.881
N3 0.467 0.400 1.898
C20 -0.034 1.663 2.203
C21 -0.556 2.450 1.124
O6 -0.576 2.005 -0.129
H27 -1.526 5.159 2.992
H28 0.613 1.648 5.569
H29 1.609 -0.550 4.917
H30 1.422 -1.321 2.572
N4 -0.894 2.825 -2.344
C22 -0.246 2.722 -3.686
C23 -0.506 1.316 -4.291
N5 -1.114 0.396 -3.352
C24 -2.357 0.889 -2.770
C25 -2.312 2.388 -2.410
H31 -0.843 3.781 -1.989
H32 -0.402 2.302 -1.583
H33 0.814 2.900 -3.550
H34 -0.674 3.504 -4.314
H35 0.436 0.894 -4.632
H36 -1.171 1.405 -5.152
H37 -0.474 0.132 -2.626
H38 -2.560 0.298 -1.878
H39 -3.170 0.727 -3.483
H40 -2.775 2.578 -1.446
H41 -2.802 2.996 -3.170


(5)
Computed, not measured: a structure of composition C33H53Cl3N4O12, with ωB97M-V/def2-TZVPD.

Values from the calculation:
- E (hartree) = -3791.6798

Positions of all 105 atoms, in Å:
C1 -1.525 4.680 1.245
Cl1 -0.038 5.532 1.516
Cl2 -2.574 5.423 0.038
Cl3 -2.330 4.696 2.790
H1 -1.356 3.671 0.894
C2 -3.235 -0.497 5.287
C3 -2.185 0.389 4.608
C4 -1.912 1.715 5.280
C5 -1.344 1.625 6.610
N1 -0.919 1.340 7.645
H2 -3.650 -1.269 4.633
H3 -4.116 0.035 5.688
H4 -2.760 -1.005 6.180
H5 -2.486 0.685 3.554
H6 -1.240 -0.150 4.500
H7 -2.856 2.346 5.225
H8 -1.196 2.334 4.714
C6 3.344 0.315 -5.711
C7 2.528 0.628 -4.455
C8 1.117 0.172 -4.726
C9 0.290 0.381 -3.500
N2 -0.346 0.378 -2.566
H9 2.813 0.591 -6.588
H10 3.712 -0.701 -5.769
H11 4.262 0.951 -5.716
H12 2.482 1.712 -4.148
H13 2.909 0.131 -3.550
H14 1.031 -0.878 -5.013
H15 0.694 0.662 -5.649
C10 1.406 -0.018 5.085
C11 2.706 0.625 4.728
C12 3.039 0.297 3.276
C13 2.999 -1.120 2.824
N3 3.009 -2.133 2.247
H16 0.921 0.193 6.083
H17 1.424 -1.090 5.047
H18 0.627 0.269 4.399
H19 3.502 0.286 5.452
H20 2.732 1.738 4.916
H21 4.031 0.716 2.983
H22 2.376 0.852 2.616
C14 -1.170 -2.567 0.841
C15 -0.758 -1.419 -0.105
C16 0.324 -0.419 0.419
C17 -0.278 0.628 1.247
N4 -0.584 1.544 1.872
H23 -1.208 -2.218 1.918
H24 -0.691 -3.519 0.740
H25 -2.204 -2.862 0.741
H26 -1.545 -0.737 -0.486
H27 -0.371 -1.901 -0.965
H28 0.666 -0.041 -0.515
H29 1.185 -0.890 0.931
C18 4.635 -4.381 -0.586
C19 3.332 -3.587 -0.814
C20 3.561 -2.088 -1.125
O1 2.627 -1.881 -2.192
C21 2.233 -3.022 -2.747
O2 1.637 -3.133 -3.760
O3 2.705 -4.064 -2.036
H30 4.486 -5.478 -0.591
H31 4.861 -4.155 0.454
H32 5.421 -4.025 -1.183
H33 2.587 -3.751 -0.019
H34 4.527 -1.736 -1.497
H35 3.294 -1.482 -0.261
C22 -5.800 0.102 2.348
C23 -5.185 1.491 2.491
C24 -3.975 1.735 1.560
O4 -4.660 2.421 0.384
C25 -5.858 2.813 0.811
O5 -6.536 3.482 0.083
O6 -6.085 2.528 2.087
H36 -6.753 0.010 2.848
H37 -5.180 -0.674 2.750
H38 -5.892 -0.025 1.210
H39 -4.872 1.666 3.542
H40 -3.555 0.734 1.203
H41 -3.225 2.431 1.978
C26 2.971 3.285 1.355
C27 2.611 2.342 0.236
C28 2.032 3.039 -0.972
O7 3.185 3.292 -1.800
C29 4.101 2.359 -1.514
O8 5.105 2.203 -2.148
O9 3.809 1.736 -0.325
H42 2.014 3.523 1.894
H43 3.423 4.195 0.930
H44 3.658 2.842 2.047
H45 2.000 1.552 0.617
H46 1.563 4.042 -0.762
H47 1.271 2.430 -1.575
C30 -2.408 -2.587 -4.046
C31 -1.871 -2.154 -5.453
C32 -1.317 -3.404 -6.177
O10 -2.344 -3.624 -7.236
C33 -2.874 -2.467 -7.553
O11 -3.447 -2.158 -8.560
O12 -2.763 -1.612 -6.452
H48 -1.570 -2.991 -3.489
H49 -3.173 -3.352 -4.121
H50 -2.838 -1.561 -3.588
H51 -1.081 -1.462 -5.292
H52 -1.237 -4.245 -5.493
H53 -0.398 -3.264 -6.773


(6)
Computed, not measured: the ion C5H8N3O with charge +1, with ωB97M-V/def2-TZVPD.

Values from the calculation:
- charge = +1
- E (hartree) = -434.4887
- SMILES = N/C(C=O)=N/C=C\C=[NH2+]

Positions of all 17 atoms, in Å:
C1 -0.721 -0.953 -1.845
C2 0.518 -1.123 -2.346
C3 -0.897 -0.247 -0.600
C4 -1.400 0.583 2.501
C5 -0.179 0.813 1.623
N1 0.113 0.153 0.141
N2 0.852 1.491 1.998
N3 1.686 -0.681 -1.865
O1 -2.258 -0.211 2.322
H1 -1.569 -1.385 -2.267
H2 0.540 -1.545 -3.338
H3 -1.894 -0.216 -0.311
H4 -1.430 1.257 3.364
H5 0.974 1.589 2.962
H6 1.517 1.704 1.269
H7 1.818 -0.293 -0.993
H8 2.331 -0.935 -2.613